Record 1
{
  "formula": "C24H45NO4S2",
  "method": "wB97M-V/def2-TZVPD",
  "mol_weight_g_mol": 475.761,
  "lumo_energy_ev": 0.20,
  "e_above_lowest_ev": 1.021,
  "gap_ev": 6.92,
  "e_homo_ev": -6.725,
  "symbols": ["C", "C", "N", "C", "C", "C", "C", "C", "O", "C", "H", "H", "H", "H", "H", "H", "H", "H", "H", "H", "H", "H", "H", "H", "H", "H", "H", "H", "H", "H", "O", "H", "C", "S", "O", "C", "H", "H", "H", "H", "H", "H", "C", "S", "O", "C", "H", "H", "H", "H", "H", "H", "C", "C", "C", "C", "C", "C", "H", "H", "H", "H", "H", "H", "C", "C", "C", "C", "C", "C", "H", "H", "H", "H", "H", "H"],
  "coordinates": [[-24.1058, -30.8477, -39.5632], [-24.1600, -29.5021, -38.8216], [-25.3377, -29.1519, -37.8116], [-26.4844, -28.9046, -38.6820], [-25.5890, -30.4207, -36.8902], [-24.4148, -30.8166, -35.9638], [-25.0447, -27.9658, -37.0120], [-26.0859, -27.4683, -35.9089], [-25.7260, -26.2920, -35.2961], [-26.4314, -25.8311, -34.3049], [-24.2245, -31.4661, -38.7694], [-23.1782, -30.8891, -40.1061], [-24.8052, -30.8511, -40.2898], [-24.2832, -28.7141, -39.6850], [-23.2437, -29.2412, -38.3487], [-26.2790, -28.0144, -39.3527], [-27.3161, -28.7101, -38.1214], [-26.7462, -29.7509, -39.2042], [-25.8390, -31.3125, -37.6627], [-26.5364, -30.1909, -36.2701], [-24.4443, -31.6979, -35.3953], [-24.0838, -29.9425, -35.4849], [-23.6198, -31.2240, -36.5261], [-24.8344, -27.0750, -37.6880], [-23.8721, -28.1115, -36.5780], [-26.2448, -28.4776, -35.5567], [-26.9606, -27.2701, -36.3271], [-27.3075, -25.3625, -34.5568], [-25.8288, -25.0554, -33.7848], [-26.6652, -26.7662, -33.5421], [-21.6103, -28.0880, -36.4863], [-21.3539, -28.1907, -35.6326], [-21.2336, -26.8465, -33.0275], [-23.0039, -26.8325, -33.3390], [-23.6366, -27.0114, -32.0024], [-22.9149, -25.0028, -33.4627], [-21.0668, -27.9752, -32.8017], [-20.9580, -26.0952, -32.2889], [-20.5561, -26.6898, -33.8999], [-22.8771, -24.7360, -32.4692], [-23.9153, -24.4992, -33.8070], [-21.9825, -24.6475, -34.1816], [-19.8575, -30.2266, -38.3747], [-20.5923, -31.0464, -37.0353], [-21.5364, -32.0928, -37.7303], [-19.1482, -32.0620, -36.6541], [-18.9410, -29.8753, -37.9951], [-20.5000, -29.4483, -38.4870], [-19.8228, -30.6742, -39.2566], [-19.2981, -32.9601, -35.8626], [-18.3123, -31.2956, -36.4105], [-18.8594, -32.6756, -37.5359], [-22.1331, -32.3498, -34.2080], [-22.4831, -33.5964, -33.2606], [-22.5154, -33.3144, -31.8684], [-22.3402, -31.9819, -31.4731], [-22.0532, -30.7816, -32.1682], [-21.9029, -30.9580, -33.7347], [-22.3488, -32.6756, -35.1545], [-22.5467, -34.5042, -33.7907], [-22.6547, -34.0304, -31.1704], [-22.3247, -31.7757, -30.2719], [-21.7900, -29.9101, -31.7119], [-21.6203, -30.2442, -34.2976], [-18.0079, -28.5379, -34.5417], [-17.9738, -27.9242, -35.9651], [-16.8248, -28.1841, -36.7022], [-15.7108, -28.9304, -36.2721], [-15.7708, -29.4956, -35.0711], [-17.0087, -29.2735, -34.0958], [-18.8192, -28.2817, -33.8966], [-18.8032, -27.3857, -36.3263], [-16.6793, -27.6669, -37.6427], [-14.8208, -29.1123, -36.9897], [-14.9115, -30.0364, -34.7719], [-17.1935, -29.4649, -32.9622]],
  "atomic_forces_ev_per_a": [[1.2625, 3.2224, 1.5321], [-0.3072, 2.9916, -2.5059], [0.6798, -2.5255, -0.4178], [1.2411, 2.0496, -0.7733], [-1.7269, -1.7954, -0.7437], [-0.7418, 0.9487, -2.4566], [4.6000, 3.5993, 1.0064], [2.9978, -2.5299, -1.8593], [4.3104, -1.8506, -3.2430], [-0.2392, -1.7257, 6.2147], [0.1181, -3.2439, 1.3697], [0.7172, -0.2434, 0.4831], [-2.8269, -0.5475, -2.0616], [0.1508, -0.9750, 1.9403], [0.7081, -0.0219, 0.9388], [-0.1397, -1.2167, 0.8091], [-2.1403, 0.8655, 1.7389], [-0.0930, -1.9595, -1.5963], [0.3227, 2.2173, 1.8749], [1.3960, -0.3882, -1.2598], [-1.6821, -0.7651, 1.6259], [0.6435, 0.7522, 1.2048], [1.4384, 0.4477, -1.5481], [-0.4160, -1.2669, 0.2543], [-2.6850, 0.3306, -0.5472], [-0.0433, 0.2594, 2.9601], [-4.1782, 0.7423, -2.5429], [-2.6768, 0.9595, -0.9132], [-0.3795, -0.6870, 0.0244], [0.3425, 2.5305, -1.2641], [-1.7132, 0.3707, -4.2438], [1.1761, -0.5558, 4.0208], [1.2567, -2.6565, -0.7836], [0.3177, 1.6104, -0.2026], [-0.1135, -0.3905, 0.0250], [-0.4992, 1.0956, -4.7273], [0.0893, 2.0413, 0.4413], [-0.1589, -0.5408, 0.4868], [-1.0506, 0.0976, 0.1203], [0.8397, 0.7341, 2.3025], [1.9387, -1.2062, 0.1149], [-2.5589, -0.8459, 2.0340], [0.3799, 1.0679, 3.2644], [-1.3138, -3.8040, -0.6171], [0.5020, 1.6364, 1.1525], [1.5108, -1.4364, 1.2314], [1.2903, 0.7410, 0.0216], [-1.6540, 2.9359, -0.2766], [0.4585, -2.9378, -3.4625], [0.0410, 2.7768, -1.2350], [-1.1433, -1.6170, 0.0531], [-0.2328, 0.8509, 0.0877], [-0.9239, 0.3484, 5.9975], [1.6452, 6.2527, 0.1188], [0.4354, 2.0021, -5.0064], [0.7074, 2.9198, 3.7904], [-0.1358, -5.7285, -5.8843], [-3.0423, -9.0633, 7.6259], [0.4344, 0.0458, -2.8131], [-0.2935, -1.0939, -0.0781], [-0.4816, -2.2010, 2.1402], [-0.2227, -0.7746, -2.9146], [0.3011, 2.2313, 1.2697], [1.7065, 5.0539, -4.2370], [-1.0211, 2.5361, -4.5714], [2.3908, -2.8293, 2.9225], [-1.2781, 1.6098, -0.3847], [0.3539, -0.1701, -1.6182], [-2.4057, -0.1846, 3.8931], [3.2641, -0.8572, 0.1221], [-0.5338, 0.0547, 0.1647], [-0.8415, 0.6207, -0.4106], [-0.4317, -0.0815, -0.2743], [-1.5865, 0.4436, 1.4496], [0.4372, -0.6973, 0.7921], [1.5062, -0.5796, -2.1464]]
}


Record 2
{
  "formula": "C24H45NP2ReSi",
  "method": "wB97M-V/def2-TZVPD",
  "s_squared": 3.78,
  "mol_weight_g_mol": 623.872,
  "lumo_energy_ev": [-6.28, -7.28],
  "e_above_lowest_ev": 3.314,
  "gap_ev": [4.55, 4.36],
  "multiplicity": 4,
  "charge": 2,
  "e_homo_ev": [-10.828, -11.647],
  "symbols": ["P", "P", "C", "C", "H", "H", "H", "H", "C", "H", "H", "H", "C", "H", "H", "H", "C", "H", "H", "H", "C", "H", "H", "H", "Re", "C", "C", "C", "C", "C", "C", "C", "C", "C", "H", "H", "H", "H", "H", "H", "H", "H", "H", "H", "H", "H", "H", "H", "H", "C", "Si", "C", "C", "N", "C", "C", "C", "C", "C", "C", "H", "H", "H", "H", "H", "H", "H", "H", "H", "H", "H", "H", "H", "H"],
  "coordinates": [[2.3577, 1.3157, -2.4994], [1.0803, -2.2050, -2.3721], [2.9449, -0.1839, -3.4432], [1.8120, -1.1889, -3.7591], [3.8081, -0.6244, -2.9199], [3.3427, 0.1638, -4.4156], [0.9549, -0.6424, -4.2064], [2.1514, -1.9330, -4.5049], [2.3637, -3.5445, -2.4225], [2.1351, -4.2924, -1.6578], [3.3700, -3.1420, -2.2556], [2.3817, -4.0586, -3.3993], [-0.0751, -3.2370, -3.4178], [0.5162, -3.8868, -4.0667], [-0.6998, -2.6358, -4.0876], [-0.7224, -3.8904, -2.7957], [3.6738, 2.4601, -2.0568], [3.3087, 3.3346, -1.5241], [4.2392, 2.9042, -2.8869], [4.4780, 2.0680, -1.4278], [1.4748, 2.1598, -3.8695], [0.7713, 1.4275, -4.2737], [2.1481, 2.5100, -4.6731], [0.9016, 2.9926, -3.4252], [0.0433, 1.8145, 2.2737], [0.1804, -2.4846, -0.6976], [1.4100, -2.5079, 0.0699], [2.3288, -1.3580, 0.0144], [1.7182, 0.0199, -0.2424], [0.9850, 0.5554, -1.5695], [-0.1871, 0.0556, -2.4021], [-1.2972, -0.6701, -1.7695], [-0.9672, -1.4967, -0.5226], [-0.7985, 3.6531, 2.1426], [-0.1784, -3.5259, -0.7607], [1.6798, -3.3746, 0.6295], [3.2090, -1.4867, -0.6612], [2.8364, -1.2756, 1.0094], [1.1111, 0.3066, 0.6718], [2.5843, 0.7085, -0.0965], [0.5928, 1.5310, -1.1879], [-0.6206, 0.9159, -2.9475], [-1.7636, -1.3443, -2.4678], [-2.1051, -0.0004, -1.4678], [-0.8697, -0.8868, 0.3889], [-1.8098, -2.1292, -0.2538], [-1.9126, 3.6205, 2.0895], [-0.3856, 4.0038, 1.1426], [-0.4793, 4.3622, 2.9349], [1.4404, 1.8836, 3.7590], [-0.6487, 0.6029, 4.0767], [-0.3032, -1.1992, 4.2113], [-1.5752, 1.3755, 5.4666], [-1.6296, 0.8805, 2.2012], [-2.9798, 0.6582, 1.9374], [-3.5960, 1.1069, 0.7212], [-4.9823, 1.0077, 0.5395], [-5.8026, 0.4346, 1.5422], [-5.2002, -0.0619, 2.7165], [-3.8240, 0.0438, 2.9204], [1.3871, 2.5321, 4.6493], [2.0209, 2.4703, 3.0061], [2.0664, 1.0108, 3.9900], [0.3928, -1.3478, 5.0380], [-1.2376, -1.7261, 4.3964], [0.1545, -1.5912, 3.3022], [-1.7530, 2.4411, 5.2896], [-2.5342, 0.8671, 5.5794], [-0.9655, 1.2680, 6.3683], [-2.9592, 1.5723, -0.0470], [-5.4482, 1.3822, -0.3755], [-6.8855, 0.3631, 1.4144], [-5.8141, -0.5273, 3.4903], [-3.3444, -0.3249, 3.8468]],
  "atomic_forces_ev_per_a": [[-0.8204, -1.1888, -4.5109], [-0.1912, -4.3402, -3.7400], [0.7696, 0.1779, 0.0680], [-0.1576, 1.3716, -0.0263], [-0.3277, -0.1600, -0.1164], [-0.0994, 0.0049, 0.4518], [0.5955, -0.4564, 0.0723], [-0.0591, 0.1713, 0.5608], [0.6026, 0.1204, 0.5375], [0.1899, 0.0705, -0.1178], [-0.1618, -0.1942, 0.1989], [-0.1552, 0.4956, 0.4285], [-0.5936, 0.2122, -0.2831], [-0.0930, 0.1597, 0.1090], [-0.0758, -0.0176, 0.2791], [0.3972, 0.5505, -0.3773], [0.9714, 0.3009, 1.3296], [-0.5080, -0.0187, 0.1790], [-0.7164, -0.5983, -0.5785], [-0.3609, -0.4295, 0.1496], [0.1176, 0.2572, 0.5109], [0.1761, 0.3549, -0.1333], [-0.2653, -0.0804, 0.5617], [0.1954, -0.1492, -0.4424], [-0.3800, -0.2075, 0.4306], [1.0401, 0.2928, 0.0281], [-0.1786, 0.7937, 1.1988], [0.8991, 0.3462, 0.5647], [-0.2308, 0.5981, 0.8277], [1.0585, 1.9098, 2.3225], [-0.1661, 1.8700, 1.0769], [-0.5364, -1.0484, 1.4823], [-0.1604, -0.0378, 0.9232], [-0.1581, 1.0097, -0.1117], [0.0294, 0.4703, -0.5277], [0.1714, -0.4638, 0.2133], [-0.4341, -0.4372, 0.0427], [-0.3408, 0.0029, -0.6505], [0.0085, -0.2560, -1.1127], [-0.4561, -0.2028, -0.2456], [-0.3228, -0.3298, 0.4347], [0.5655, -0.7998, -0.3756], [-0.2903, -0.1816, -0.6581], [0.0057, 0.3409, -0.1488], [0.3904, 0.1732, -0.4125], [-0.3787, 0.0842, -0.2688], [0.7861, 0.0969, 0.0437], [-0.4382, -0.0103, 0.6708], [-0.2166, -0.1731, -0.5624], [0.8027, 0.2959, 0.3435], [-2.5376, 0.3418, -2.7582], [0.4285, 0.1078, 0.1659], [0.3816, 0.1340, 0.0519], [0.5019, -1.5040, 1.7829], [-0.7565, 0.5180, -0.1055], [0.1293, -0.2617, 0.6708], [-0.1828, -0.3967, 0.6607], [0.8698, 0.0336, -0.0594], [0.0492, 0.1802, -0.3578], [0.5770, 0.2976, -0.6411], [-0.1082, -0.2275, -0.2135], [0.4003, 0.3848, -0.3408], [0.0037, 0.0609, 0.0624], [-0.0704, -0.3209, 0.1300], [0.0261, -0.1307, 0.1343], [-0.0451, 0.0321, -0.0107], [0.0400, -0.2188, -0.0310], [0.0868, 0.0196, 0.2304], [-0.2759, -0.0008, 0.1822], [-0.3261, -0.1263, 0.4115], [0.2161, -0.0986, 0.2852], [0.4366, 0.0546, -0.0177], [0.1415, 0.1666, -0.2549], [-0.4850, 0.2038, -0.6176]]
}


Record 3
{
  "formula": "C24H45NP2SiW",
  "method": "wB97M-V/def2-TZVPD",
  "s_squared": 2.04,
  "mol_weight_g_mol": 621.505,
  "lumo_energy_ev": [-6.80, -9.08],
  "e_above_lowest_ev": 0.022,
  "gap_ev": [6.41, 4.15],
  "multiplicity": 3,
  "charge": 2,
  "e_homo_ev": [-13.211, -13.232],
  "symbols": ["P", "P", "C", "C", "H", "H", "H", "H", "C", "H", "H", "H", "C", "H", "H", "H", "C", "H", "H", "H", "C", "H", "H", "H", "W", "C", "C", "C", "C", "C", "C", "C", "C", "C", "H", "H", "H", "H", "H", "H", "H", "H", "H", "H", "H", "H", "H", "H", "H", "C", "Si", "C", "C", "N", "C", "C", "C", "C", "C", "C", "H", "H", "H", "H", "H", "H", "H", "H", "H", "H", "H", "H", "H", "H"],
  "coordinates": [[0.3765, 4.7670, -3.4458], [1.8294, 2.1761, -5.1223], [1.4799, 4.9725, -4.9130], [1.3890, 3.8005, -5.8908], [2.5014, 5.1245, -4.5132], [1.1815, 5.9079, -5.4147], [0.3766, 3.6699, -6.3193], [2.0802, 3.9442, -6.7372], [3.6608, 2.3862, -4.9574], [4.0792, 1.4405, -4.5791], [3.9059, 3.1945, -4.2486], [4.1173, 2.6142, -5.9320], [1.6363, 1.1362, -6.6136], [2.3290, 1.4583, -7.4015], [0.6015, 1.2326, -6.9771], [1.8480, 0.0909, -6.3295], [0.6942, 6.3592, -2.6152], [0.0889, 6.3831, -1.6935], [0.4284, 7.2125, -3.2534], [1.7654, 6.4105, -2.3658], [-1.2791, 4.9584, -4.2386], [-1.4630, 4.1587, -4.9737], [-1.3812, 5.9331, -4.7445], [-2.0369, 4.8952, -3.4430], [0.4185, 0.2962, -0.3243], [0.6384, -0.1975, -2.4847], [1.8776, 0.3017, -1.9426], [2.3040, 1.7312, -2.0538], [1.9617, 2.6939, -0.9000], [0.6069, 2.4642, -0.3112], [-0.5752, 2.0986, -1.0761], [-0.6136, 2.0087, -2.5639], [-0.3802, 0.6195, -3.1929], [-0.9443, 0.6105, 1.2781], [0.5924, -1.2622, -2.7093], [2.6985, -0.4100, -1.8549], [1.8706, 2.1755, -2.9760], [3.3992, 1.7698, -2.2059], [2.7463, 2.6023, -0.1228], [2.0488, 3.7405, -1.2709], [0.4634, 2.8670, 0.6926], [-1.5486, 2.2915, -0.6263], [0.1505, 2.7102, -2.9922], [-1.5782, 2.4119, -2.9337], [-1.3604, 0.1123, -3.2467], [-0.0750, 0.7909, -4.2492], [-1.6371, -0.2501, 1.1933], [-1.5028, 1.5577, 1.2186], [-0.3665, 0.5433, 2.2174], [2.5545, -0.1581, 1.2324], [1.7940, -1.8652, 1.1802], [2.9323, -3.1499, 0.4865], [1.1991, -2.3668, 2.8736], [0.3888, -1.6777, 0.0851], [-0.5787, -2.6724, -0.1041], [-1.7842, -2.3691, -0.7634], [-2.8213, -3.3122, -0.7705], [-2.6399, -4.5685, -0.1752], [-1.4210, -4.8863, 0.4450], [-0.3851, -3.9549, 0.4625], [3.0964, -0.2503, 2.1966], [1.8831, 0.7330, 1.3490], [3.3041, 0.0197, 0.4502], [3.8186, -3.2021, 1.1352], [2.4895, -4.1526, 0.4514], [3.2562, -2.8893, -0.5281], [0.5663, -1.5973, 3.3334], [0.6324, -3.3060, 2.8686], [2.0814, -2.5117, 3.5135], [-1.8950, -1.3783, -1.2354], [-3.7623, -3.0434, -1.2560], [-3.4472, -5.3086, -0.2039], [-1.2647, -5.8619, 0.9163], [0.5637, -4.2073, 0.9526]],
  "atomic_forces_ev_per_a": [[-0.0117, 1.9248, -2.1913], [0.6412, 1.1054, -1.4462], [0.3284, -0.5436, -0.0719], [0.0199, 0.0376, -0.0524], [-0.3633, -0.1409, -0.3638], [-0.0231, -0.1402, 0.3035], [0.4078, 0.3025, 0.2157], [-0.2173, 0.0700, 0.1842], [-0.0961, -0.2898, 0.0517], [0.0188, 0.3632, -0.1081], [-0.1219, -0.3578, -0.2204], [-0.1662, -0.0856, 0.2618], [0.0561, -0.4326, 0.2624], [-0.1391, -0.1175, 0.1633], [0.3382, -0.1884, 0.1262], [-0.1675, 0.3427, -0.3692], [-0.1076, -0.3456, 0.9503], [0.3596, 0.2543, -0.2585], [-0.0345, -0.3388, 0.0059], [-0.3989, 0.0279, 0.0421], [-0.2412, -0.4391, 0.5742], [0.0954, 0.2344, 0.3708], [0.2978, -0.2828, 0.2800], [0.0535, 0.0276, -0.3704], [-2.0582, -3.7888, 1.6624], [1.3191, 0.0859, 0.2290], [0.0197, -0.4617, -2.4550], [0.7247, 1.1198, -0.5926], [0.6147, 0.5399, 0.0554], [-0.4350, 0.4474, 0.8608], [0.9437, -0.3380, 0.6547], [-0.3356, 0.5229, -1.2745], [-0.8238, 1.1380, -0.5918], [-0.4986, 0.2764, 0.1357], [0.0616, 0.0618, 0.3226], [-0.3196, -0.0926, 0.3098], [0.3099, -0.6008, 0.7870], [-0.4665, -0.1191, 0.1427], [-0.5182, 0.1340, -0.1725], [0.0630, -0.4220, 0.0365], [-0.0942, 0.1782, -0.3593], [0.3477, -0.0923, 0.1238], [-0.5103, -0.4987, 0.3259], [0.4101, -0.2978, 0.1941], [0.4691, -0.0450, 0.0926], [-0.1992, -0.2926, 0.4083], [0.0831, 0.3561, 0.2926], [0.1836, -0.5132, 0.4414], [-0.4244, -0.0521, -0.1174], [0.2964, 0.1195, -0.2971], [-1.1008, -1.4823, 0.0034], [0.5170, 0.1745, -0.0169], [0.1761, 0.2267, 0.1742], [1.0123, 1.8370, 0.2740], [-0.0930, -0.3394, 0.2666], [0.0613, -0.3302, 0.3076], [0.3288, 0.1878, -0.1593], [0.0373, 0.1293, -0.0114], [0.0639, 0.1680, -0.2684], [-0.3949, 0.0713, -0.0109], [-0.3365, 0.5678, -0.2997], [0.3522, -0.0315, 0.1279], [-0.1503, 0.0187, 0.2809], [-0.0538, -0.0777, -0.2405], [0.1192, 0.3164, 0.0360], [0.0497, -0.0997, 0.1377], [0.1124, -0.1361, -0.0248], [0.1918, 0.2951, -0.0053], [-0.2209, 0.0278, 0.0041], [-0.1309, -0.4747, 0.2199], [0.2754, -0.2560, 0.1792], [0.3354, 0.3746, 0.0568], [-0.1556, 0.3706, -0.2570], [-0.6870, 0.1091, -0.3292]]
}